Entry 1:
15
Properties=species:S:1:pos:R:3:forces:R:3 method="wB97M-V/def2-TZVPD" e_tot_ev=-6818.418 homo_ev=-8.7791 homo_lumo_gap_ev=9.65 e_above_lowest_kcal_mol=59.42
H 0.0245 1.0150 1.2043 -0.0086 -0.0968 -0.1597
H 1.1344 2.0732 -0.7657 0.0362 -0.1831 0.0737
C 1.4046 1.0652 -0.4277 0.1845 0.0538 0.0187
H -2.8241 -0.7363 0.0866 -2.1724 -2.5787 -0.0145
H -0.1864 -1.4784 1.3638 0.1100 0.1195 -0.1071
H 2.2821 1.1481 0.2209 -0.0309 0.0031 -0.0857
C 0.6218 -1.0021 0.7952 0.0022 -0.0166 0.0101
H 1.6776 0.4781 -1.3124 -0.0329 0.0677 0.1365
C -1.7432 -0.6319 -0.7657 1.4432 0.4516 -0.9123
N -2.6239 -1.4927 -0.6983 -0.0974 1.8631 1.4510
H 0.8583 -1.6522 -0.0559 -0.0266 0.1041 0.0979
H -1.3125 1.3420 -1.0095 0.1988 -0.0332 -0.2060
C -0.9725 0.4086 -0.5757 0.3175 0.1853 -0.1697
H 1.5036 -0.9588 1.4441 -0.1325 0.0030 -0.1098
C 0.2454 0.4013 0.3153 0.2088 0.0572 -0.0232

***

Entry 2:
6
Properties=species:S:1:pos:R:3:forces:R:3 method="wB97M-V/def2-TZVPD" e_tot_ev=-11936.582 smiles=CS homo_ev=-9.0370 homo_lumo_gap_ev=10.12 e_above_lowest_kcal_mol=7.09
H 0.5454 -0.2005 -1.8558 -0.0948 0.1961 0.4676
H 0.8593 0.2732 0.8601 2.2057 0.8826 1.3661
S 0.0721 -1.0037 -0.8822 -0.3011 -0.9311 -0.1396
H -0.8237 -0.2420 1.3148 1.3330 0.3725 -1.4262
H -0.5593 1.0142 0.0471 0.1973 0.5780 0.5198
C -0.0937 0.1588 0.5161 -3.3402 -1.0981 -0.7877

***

Entry 3:
85
Properties=species:S:1:pos:R:3:forces:R:3 method="wB97M-V/def2-TZVPD" e_tot_ev=-147369.521 homo_ev=-13.0588 homo_lumo_gap_ev=4.83 e_above_lowest_kcal_mol=32.84 charge=+2
C -2.9837 3.1598 -2.2040 -0.0648 0.1441 0.1898
N 0.7235 -3.1469 -1.5051 -0.4081 -0.1668 -0.5775
C 3.5872 -4.3391 0.3849 -0.0228 -0.0746 0.0473
Pb 0.2906 -0.3139 -0.5862 0.0287 -0.1058 -0.4725
C -2.1677 2.2484 3.0244 -0.0446 -0.1279 0.2292
N -0.8599 1.3146 0.8211 0.0616 -0.1386 0.5107
C 0.9128 -3.8499 -3.7930 -0.0173 0.0749 0.0623
C 2.5123 2.1104 -4.2768 0.0568 0.0907 0.0160
H 2.1138 2.8290 -3.5587 0.0347 0.0142 -0.0133
C -2.9736 3.8004 -0.9655 -0.0962 0.0406 -0.1852
H 4.5428 0.8354 0.0465 0.0169 0.0054 -0.0070
O -0.6479 0.1653 2.9472 1.0573 1.3860 -1.0514
C -2.2865 3.2560 0.0968 0.1880 -0.0214 0.2361
O -2.0409 -1.8036 0.8880 -0.1742 -0.0042 -0.4283
C 0.3287 -2.2474 3.4585 -0.1591 -0.5688 -0.2285
C -2.0750 3.4144 3.7698 -0.0539 -0.0002 -0.0018
H 2.5224 1.7255 -0.8583 0.0682 0.0049 -0.0925
S -0.7061 1.5237 2.3914 -0.0301 1.6135 -0.9480
Br 0.4578 -1.1346 6.0022 0.1612 0.0195 0.2937
C -5.6803 3.8327 4.8898 0.0379 -0.0180 -0.0745
H -3.4377 0.7035 2.2370 -0.0576 0.2243 -0.0283
C 2.0295 -0.3188 -5.7232 0.0205 -0.0689 -0.0442
H 2.6676 1.4847 1.6352 0.0313 0.0008 0.0523
C 1.8852 -3.7864 -1.2475 -0.0776 0.0379 0.3389
H -5.4683 1.6160 3.3289 0.0148 0.0182 -0.0043
C 2.9946 0.4520 1.4963 -0.1620 0.0395 -0.0582
C -1.6503 -1.9263 2.0206 0.0790 -0.1564 0.6313
H -6.4400 3.0640 5.0229 0.0154 0.0074 -0.0011
H 1.3088 -1.1085 -5.9397 0.0348 0.0001 -0.0125
H 0.4559 -3.8854 -4.7727 0.0091 0.0134 0.0222
H -0.4806 2.3210 -4.6041 -0.0147 0.0097 -0.0306
H -3.4658 -1.1649 3.0346 0.0919 -0.0943 -0.0156
C 0.2508 -3.1991 -2.7284 0.1239 -0.0155 -0.0744
H -3.5348 3.5529 -3.0457 -0.0019 0.0026 0.0155
C -1.7909 -1.1948 4.3422 -0.2795 -1.2054 0.6656
C -0.3918 -1.5501 4.4513 -0.6391 0.0860 0.2676
H 3.8216 -0.7760 -0.0490 0.0379 0.0272 -0.0429
H 0.1609 1.9605 -6.2222 -0.0121 -0.0052 0.0235
C -4.5152 2.1170 3.4529 -0.0448 -0.0915 -0.0562
H 1.3391 -2.5843 3.6490 -0.0407 -0.0389 0.0787
H -2.2170 1.4556 -3.2519 0.0482 -0.0017 0.0268
H -3.5068 4.7335 -0.8329 0.0041 -0.0238 0.0129
H 3.7323 0.2278 2.2687 0.0299 0.0169 0.0071
O 1.0244 0.0518 -3.2029 -0.0010 0.1589 0.0157
C 2.3342 -3.8360 0.1052 0.3072 -0.2051 0.2045
H -0.8726 0.7757 -5.3919 -0.0021 0.0262 -0.0225
H -5.4419 4.2585 5.8636 0.0058 -0.0094 -0.0121
C -2.4225 -1.4096 3.1851 -0.2153 -0.9338 0.1573
H 3.4659 1.7230 -3.9149 -0.0080 0.0121 -0.0070
H -6.1175 4.6288 4.2834 0.0170 -0.0101 -0.0045
P 1.3320 0.7773 -4.4909 -0.0357 -0.2362 0.1051
C -0.2845 -2.5263 2.2794 -0.3943 -0.0521 0.5348
C 2.6754 -4.3736 -2.2485 0.1808 -0.0998 -0.1547
H -2.2676 3.7588 1.0518 -0.0190 0.0035 -0.0403
H 4.5264 -5.3951 -2.6980 -0.0155 0.0102 0.0136
H 1.2004 -0.1203 2.3565 0.2665 -0.0173 -0.1318
C 0.3217 -3.3039 1.2056 0.0824 -0.0043 -0.0958
C -0.0994 1.5325 -5.2531 -0.1138 0.0236 -0.0006
N 1.8081 -0.4140 1.5932 0.1321 0.2346 0.2124
H 2.9423 -0.7703 -5.3332 -0.0139 -0.0077 -0.0187
H 2.8947 0.4583 -1.8315 -0.1178 -0.0229 -0.0280
C -1.5904 2.0560 -0.0972 -0.0473 0.0900 -0.2269
C 2.1421 -4.3948 -3.5585 -0.0049 0.0254 -0.0595
O 0.4092 2.3751 2.7244 -0.0675 -0.3117 0.1093
N 1.5963 -3.3378 1.1760 0.1285 0.1485 0.0862
C -2.2515 2.0035 -2.3178 0.1868 -0.2218 0.0121
C -3.2227 3.9236 4.3586 0.0590 0.0504 -0.0047
H 3.9196 -4.3361 1.4157 0.0285 -0.0037 -0.0325
H 5.3492 -5.3290 -0.3689 -0.0108 -0.0007 -0.0009
H -2.2884 -0.7496 5.1923 0.0690 0.0041 0.0335
C 3.6053 0.2823 0.1230 -0.0458 -0.0480 -0.0782
H -0.3331 -3.7697 0.4757 0.0231 0.1155 -0.0165
C 3.9335 -4.9363 -1.9160 -0.0114 -0.0079 0.1052
C 4.3868 -4.9070 -0.6229 -0.1221 0.0666 -0.1234
H -3.1628 4.8363 4.9395 0.0116 -0.0400 0.0137
H 2.6844 2.6214 -5.2256 0.0104 0.0028 0.0387
N 2.6221 0.7140 -0.8896 -0.0697 0.1858 0.2926
H -1.1176 3.9047 3.8840 -0.0072 -0.0080 0.0204
C -4.4492 3.2788 4.2243 -0.1163 0.0593 0.0821
C -3.3846 1.5965 2.8508 0.0323 0.1310 -0.0720
H 2.7170 -4.8496 -4.3566 -0.0407 -0.0281 0.0135
H -0.6963 -2.6962 -2.9019 0.0533 0.0219 -0.0407
H 2.0889 -1.3716 1.7859 0.0512 -0.0370 -0.1633
H 2.2580 0.2197 -6.6438 0.0024 -0.0199 0.0153
N -1.5533 1.4761 -1.3056 -0.0188 0.0057 -0.0103

***

Entry 4:
13
Properties=species:S:1:pos:R:3:forces:R:3 method="wB97M-V/def2-TZVPD" e_tot_ev=-7788.892 homo_ev=-3.5052 homo_lumo_gap_ev=7.99 e_above_lowest_kcal_mol=6.76 charge=-1
H -1.5641 1.7838 -1.3668 -0.1126 0.0816 -0.0655
H -0.9606 1.4925 0.8240 0.0787 -0.0844 0.0289
H -1.2296 -0.1016 0.8017 0.0321 0.0075 0.0072
H 2.3055 -1.6794 1.2762 -0.0068 -0.0176 -0.0076
H 0.3285 -0.6726 -0.6399 0.0857 0.0080 0.0082
H 1.3789 -0.2045 1.5710 -0.0832 -0.0035 0.0274
O -0.0704 0.3944 -1.4035 -0.1271 0.0389 0.1175
C -1.3264 0.7611 -1.0232 0.2817 -0.0256 -0.2103
O 0.6865 -1.4494 0.0400 -0.0794 -0.0597 -0.0267
H 2.4126 -0.3110 0.1575 0.0988 0.0365 -0.0959
H -2.1037 0.0975 -1.4520 -0.0860 -0.0322 0.0700
N -1.5768 0.7829 0.4380 -0.1445 0.0545 0.0460
C 1.7196 -0.8939 0.7770 0.0626 -0.0039 0.1007

***

Entry 5:
62
Properties=species:S:1:pos:R:3:forces:R:3 method="wB97M-V/def2-TZVPD" e_tot_ev=-52743.939 homo_ev="-13.7762 / -13.7762" homo_lumo_gap_ev="7.25 / 7.25" e_above_lowest_kcal_mol=0.00 charge=+2
H 1.2679 -5.3970 -4.6714 -0.0275 0.0306 0.0225
H 2.3073 -3.8938 -6.1365 -0.0053 0.0125 0.0021
H 1.3285 -6.4897 -1.7770 0.0042 -0.0021 -0.0030
C -2.0578 2.2683 1.1544 0.0096 -0.0028 -0.0388
H -0.0059 -5.5623 -2.4816 0.0123 0.0235 0.0306
O 3.0170 -2.3445 -1.0462 -0.0738 -0.0774 -0.0415
C 1.8649 -0.8774 0.4733 -0.0346 -0.0765 0.0876
C 0.8124 -0.5136 -0.3771 0.1369 0.0978 -0.1387
C 3.7238 -3.8390 -4.4842 0.0195 -0.0865 0.0634
C 1.7553 -5.7330 -3.7544 -0.0218 0.0683 0.0867
H -4.0948 4.6132 4.4727 -0.0019 0.0067 -0.0027
H 2.7972 1.1406 5.0952 -0.0059 -0.0026 0.0005
O 3.6235 -4.9496 -2.0830 -0.1147 0.0292 -0.0274
H -0.8287 2.2886 2.9029 -0.0066 0.0068 -0.0012
H 2.3742 -2.3378 -5.2763 0.0152 0.0298 -0.0066
H -0.0784 -2.1567 -4.4358 0.0085 0.1081 0.0861
H -3.9425 6.3815 3.0208 -0.0086 -0.0046 0.0051
S 2.7422 -4.3945 -3.0911 0.1319 -0.0638 0.0960
H 2.7437 -0.6100 2.3719 0.0016 -0.0047 0.0009
C 1.2064 1.0663 3.5691 -0.0098 -0.0035 0.0000
H 3.6740 -2.8135 -6.3550 0.0082 -0.0192 -0.0054
C -0.9752 1.8689 1.9196 0.0252 0.0181 -0.0001
C -3.9883 3.8414 0.8278 0.0239 0.0156 -0.0062
C -0.1529 0.4347 0.1399 -0.0137 0.0581 -0.0040
H 0.5019 0.6232 4.2619 0.0042 -0.0050 0.0012
C -4.6400 4.9739 1.6302 0.0046 0.0052 -0.0013
H -4.9616 5.7861 0.9832 0.0085 0.0037 -0.0003
C 2.9606 -3.1883 -5.6229 -0.0388 -0.0260 0.0225
C -2.1550 1.7228 -0.1454 -0.0230 -0.0201 0.0227
H 2.5209 -6.4727 -3.9998 -0.0385 -0.0117 -0.0811
C -3.4204 3.0917 3.0524 -0.0390 -0.0320 -0.0086
N -2.9820 3.1924 1.6687 0.0000 0.0211 0.0359
H 4.4358 -3.1626 -4.0068 0.0084 0.0106 -0.0282
C 2.5783 1.3873 4.0671 0.0091 0.0067 -0.0108
H -1.3683 0.4532 -1.6399 0.0024 0.0000 -0.0005
N 1.0496 0.5655 2.2127 0.0214 0.0079 0.0024
H 1.8047 3.0881 2.8878 0.0019 -0.0053 -0.0030
C 1.6144 2.4973 3.7739 -0.0059 -0.0032 0.0126
H 0.3443 -7.1875 -3.0629 0.0025 0.0027 -0.0002
H -2.3641 4.7080 4.0887 0.0002 -0.0048 0.0039
H 4.2640 -4.7375 -4.7909 0.0395 0.0284 -0.0072
N -3.6315 5.5011 2.6095 0.0118 -0.0123 -0.0027
C -1.2403 0.8469 -0.6418 0.0162 -0.0043 -0.0019
F -3.2044 2.0510 -0.9234 -0.0020 -0.0034 0.0075
H 1.1718 3.0320 4.6031 0.0017 0.0055 -0.0030
C 0.7962 -6.2656 -2.7002 0.0153 -0.0523 -0.0489
C 3.0152 -1.7985 0.1300 0.1520 0.0333 0.0264
H -4.4420 2.6990 3.1012 0.0014 -0.0039 0.0070
H -3.5035 4.2518 -0.0559 -0.0033 -0.0118 -0.0091
H -2.7993 2.4035 3.6165 0.0161 0.0041 -0.0089
H 3.4102 1.2687 3.3872 0.0026 0.0004 0.0036
C -3.3505 4.4810 3.6898 -0.0050 0.0012 -0.0003
O 3.8921 -1.9432 0.9500 -0.0098 0.0077 -0.0297
H -0.5810 -3.6453 -3.5259 0.0071 -0.0170 -0.1442
C 0.1435 -2.8300 -3.6039 0.0074 -0.2499 0.0911
H -4.7796 3.1662 0.4931 -0.0058 0.0012 0.0122
H -2.7623 5.6906 2.1073 -0.0006 0.0098 0.0010
Pt 1.5170 -2.6053 -2.3685 0.0431 0.3711 -0.1083
O 0.6496 -0.9145 -1.5850 -0.2237 -0.2052 0.0477
C 1.9231 -0.3205 1.7294 -0.0269 -0.0124 0.0101
C -0.0288 0.9579 1.4330 -0.0225 -0.0043 -0.0100
H -5.4924 4.6410 2.2185 -0.0058 0.0031 -0.0057

***

Entry 6:
9
Properties=species:S:1:pos:R:3:forces:R:3 method="wB97M-V/def2-TZVPD" e_tot_ev=-35412.095 homo_ev=-8.6109 homo_lumo_gap_ev=7.99 e_above_lowest_kcal_mol=18.07
S 1.0505 -0.4371 1.5388 1.0660 -2.0684 1.2250
N -0.8419 0.8202 0.0916 -0.4000 1.6810 -0.0546
C -0.0113 0.9578 1.1438 -0.9767 -0.7227 1.6433
O 1.3305 1.1198 1.0969 1.7462 1.7852 -1.2652
S 0.5583 -1.2631 -0.6757 1.4098 -1.9200 -0.6245
H -1.2867 -0.0461 -1.6522 0.8828 -0.1051 0.2389
I 0.0939 -2.3339 -2.8586 -0.2219 -0.1657 -0.6192
H -0.3253 1.2061 2.1239 -1.4128 1.1787 0.3790
C -0.5681 -0.0236 -0.8084 -2.0935 0.3370 -0.9227

***

Entry 7:
40
Properties=species:S:1:pos:R:3:forces:R:3 method="wB97M-V/def2-TZVPD" e_tot_ev=-66080.070 homo_ev=0.7536 homo_lumo_gap_ev=3.69 e_above_lowest_kcal_mol=47.13 charge=-2
H 1.6298 -1.4395 2.9229 0.4460 0.8231 0.7279
H -1.8343 -1.5423 -0.6603 0.1098 1.3012 -0.2839
H 0.4954 -2.7542 1.1443 0.8088 -0.7235 0.2055
H -2.2284 0.8062 4.5467 0.4331 1.0395 0.5009
H 2.5922 -1.2281 1.4435 0.0524 -0.5664 -0.3156
C 1.5401 -2.8105 -3.4934 1.1044 1.1977 0.2902
H 1.2992 4.7193 0.5082 0.7187 0.9790 0.5716
H -0.9781 -2.8889 -0.4404 1.0470 -0.7577 0.1344
H 3.2189 0.9766 0.9076 0.2464 -0.0514 -0.0997
C -0.7979 -1.8636 -0.7634 -0.3633 0.2761 -0.6194
H -0.2106 -0.7185 -2.4455 -0.2034 -0.0124 -0.2656
H -0.4485 -1.6965 1.9892 -0.3768 1.1297 -0.2524
H -0.2326 5.1458 -0.2600 -0.3386 0.4251 -0.3891
C 2.5804 1.1689 1.7698 -0.9297 0.4891 0.5110
Cu -0.7803 1.0572 0.7097 -1.5601 1.5561 -0.0790
N 0.1945 -1.1015 0.0311 -2.3308 -0.1941 -2.5029
C 0.3756 -1.6788 1.2760 1.9865 -0.9229 2.1409
H 1.0053 -1.3352 -0.5240 0.7852 0.6211 0.3829
O -0.2273 3.4235 0.9362 0.5058 0.0990 -0.4910
O 1.4202 0.3896 1.7358 -0.1129 -1.3587 0.9107
C -2.2698 0.4666 3.5118 -1.2012 0.9676 -2.6369
H 3.0883 0.9995 2.7192 0.4943 0.0708 0.0699
C 1.6386 -1.0063 1.9227 -1.7387 -0.0448 -0.9919
C -2.5534 1.3811 -2.2320 0.2517 -0.4733 2.9800
H -3.5157 1.4511 -2.7390 -0.6751 0.2802 -0.1189
H 0.8737 -3.5580 -3.9239 0.0863 0.3446 -0.5141
O -2.5514 1.3785 2.4152 1.4818 -2.0820 2.3374
H -3.0432 -0.2933 3.6241 -1.0685 -0.6087 -0.1419
H -2.0496 0.5811 -2.7745 0.3596 -1.0622 -0.2852
H 0.8405 3.7886 -0.7753 -0.1644 -0.0845 -1.2130
H 2.5809 -3.1345 -3.4887 0.0243 -1.6026 1.3914
O -2.6549 1.1876 -0.7997 0.7048 -0.1863 -2.6947
H 1.9444 -1.9705 -4.0582 -1.7656 0.7576 -1.3895
H -1.9375 2.2274 -2.5362 0.0549 0.8420 0.0786
H -1.4207 -0.2006 3.3637 1.0503 0.0201 -0.0410
O 1.1002 -2.3346 -2.2554 -1.1267 -0.3942 0.6437
H 2.1616 2.1752 1.7526 0.3471 0.2973 -0.2005
C 0.3892 4.3125 0.0673 -0.1470 -2.1509 1.4419
C -0.3023 -1.7777 -2.2052 0.9805 -0.2101 0.2149
H -0.9325 -2.3035 -2.9224 0.0233 -0.0301 -0.0077

***

Entry 8:
42
Properties=species:S:1:pos:R:3:forces:R:3 method="wB97M-V/def2-TZVPD" e_tot_ev=-94769.886 multiplicity=11 s2=30.0051 homo_ev="-15.8470 / -16.1213" homo_lumo_gap_ev="8.77 / 8.06" charge=+2
H 2.3611 3.2375 -0.1413 -0.0353 0.1377 -0.1306
H 1.3980 -3.0561 0.6297 -0.1116 -0.1617 0.0728
H 0.7329 -2.1473 4.0813 -0.0306 -0.0186 -0.2364
H -0.3077 4.0835 0.8255 0.0230 -0.0404 0.1590
H 1.1860 3.0942 3.9474 -0.1213 -0.2421 0.0416
Mn 0.6604 -0.6278 -2.1493 -1.3740 -0.4102 0.9612
O 1.1068 0.8646 -3.5409 0.1023 0.8556 -0.5030
H 0.6538 1.7136 -3.3770 0.0711 -0.2123 0.0063
Mn 0.5094 0.4372 3.2887 -0.7621 0.2861 -1.4667
C -0.0803 0.2168 0.2149 0.7848 -1.5733 -1.0844
H -1.0444 -2.2267 0.5859 -0.3090 0.0436 0.3578
H -1.9206 -1.3256 -2.7876 0.0774 0.1310 0.0044
O 0.0111 0.9651 -0.8162 0.0875 0.7520 0.6228
O -0.7645 3.5161 1.4669 0.1159 -0.0188 0.3710
H -1.9201 0.1285 -3.3112 0.3607 0.1719 0.1814
O -3.3278 0.5619 1.2785 0.1480 -0.1584 0.0849
H -0.4024 -3.5203 -0.8594 -0.0473 0.1632 -0.1795
H -2.6300 2.5879 -1.7411 0.0877 0.0754 -0.0864
H -0.4166 -3.7232 -2.3821 0.1938 -0.0871 0.1297
H 3.1162 -1.0405 -0.7081 -0.2624 0.0477 0.0340
H -0.5454 2.6175 1.1834 -0.2183 0.0300 -0.2933
O 1.5470 -3.5247 1.4652 -0.0025 0.5112 -0.4169
H -1.2782 1.8411 -1.6706 -0.4287 0.4996 0.0411
O -1.8146 2.4310 -2.2340 0.1864 -0.5845 -0.0671
H -0.1004 3.0968 3.0357 0.1562 -0.1761 -0.7127
O 1.4884 3.4123 -0.5121 -0.0407 -0.3638 0.0628
H -3.7195 -0.2053 1.7137 -0.0984 0.0992 -0.1541
H -1.7215 -2.7194 1.8880 -0.0755 -0.1396 -0.0474
O 0.5635 2.4999 3.4989 0.1272 -0.1315 0.5903
H 2.2548 -4.1542 1.2750 -0.0981 -0.0345 0.3014
O -0.0097 -3.1870 -1.6865 -0.1092 0.0932 -0.3082
O 2.6610 -0.7620 -1.5142 0.8606 -0.5204 -0.5495
H 0.8006 -2.3015 2.5297 0.2588 0.0540 -0.0469
H 3.1886 -1.1459 -2.2360 0.1894 0.2506 0.2515
O -1.6281 -2.9215 0.9522 0.3271 0.1687 -0.3361
O -0.3525 0.6414 1.3969 0.4506 0.2289 0.6640
O 0.1580 -1.0350 -0.0280 0.0840 0.4024 0.7959
O 0.6138 -1.6497 3.2544 0.0596 0.2115 0.7035
H 1.1050 2.5378 -0.7070 0.0587 0.2941 0.1021
H -2.3834 0.3725 1.2394 -0.1482 0.0533 0.0959
H 1.5881 0.9923 -4.3717 -0.0575 -0.1563 0.1097
O -1.3365 -0.5761 -2.9771 -0.4801 -0.5313 -0.1259